No. 1
{"formula": "C2GdO3", "method": "wB97M-V/def2-TZVPD", "max_force_ha_per_bohr": 0.1739, "charge": 2, "energy_ha": -1066.83076, "s2": 20.02, "spin_multiplicity": 9, "gap_ev": [6.544, 9.832], "elements": ["O", "C", "O", "C", "O", "Gd"], "coordinates": [[-2.0580, -1.1002, -0.6450], [-3.0726, -1.5632, -0.4313], [1.9874, 0.1844, -0.0751], [1.9955, 0.9226, 0.9492], [1.0718, 1.5601, 1.4169], [0.0758, -0.0036, -1.2148]], "lowdin_charge": [-0.17, 0.20, -0.20, -0.10, 0.22, 2.06]}


No. 2
{"formula": "C19H39MnN6O2PS2Si", "method": "wB97M-V/def2-TZVPD", "max_force_ha_per_bohr": 0.0343, "charge": 0, "energy_ha": -3804.75773, "s2": 1.03, "spin_multiplicity": 2, "gap_ev": [6.791, 6.964], "elements": ["Mn", "C", "N", "C", "C", "N", "N", "C", "N", "N", "H", "H", "H", "H", "H", "H", "H", "H", "H", "H", "H", "C", "C", "C", "O", "P", "S", "S", "O", "C", "C", "C", "H", "H", "H", "H", "H", "H", "H", "H", "H", "H", "H", "H", "H", "H", "C", "Si", "C", "C", "N", "C", "C", "C", "C", "C", "C", "H", "H", "H", "H", "H", "H", "H", "H", "H", "H", "H", "H", "H", "H"], "coordinates": [[-0.1706, 0.3581, -0.2704], [-3.0136, 4.0747, -0.8766], [-2.0658, 4.1756, 0.2283], [-1.7902, 5.5348, 0.6952], [-1.0956, 3.2134, 0.2965], [-0.8727, 2.3194, -0.5873], [-0.3635, 3.2443, 1.4791], [0.6239, 2.3698, 1.8909], [1.1836, 2.7223, 3.0879], [0.9868, 1.3675, 1.1887], [-3.8796, 4.6865, -0.6372], [-3.3577, 3.0471, -0.9833], [-2.5925, 4.4248, -1.8257], [-2.7201, 6.0954, 0.6669], [-1.0567, 6.0503, 0.0678], [-1.4426, 5.5663, 1.7267], [-1.4211, 2.4440, -1.4253], [-0.6787, 3.9027, 2.1638], [0.7014, 3.3704, 3.6860], [1.6761, 1.9942, 3.5756], [1.7527, 0.8483, 1.5984], [4.1898, -3.5556, 0.3717], [2.8321, -3.1641, -0.1698], [1.7929, -4.2478, 0.0314], [3.0446, -2.8814, -1.5737], [1.9947, -2.1411, -2.5311], [0.5266, -3.2056, -3.1652], [1.5240, -0.4208, -1.5386], [2.9533, -1.7331, -3.7242], [4.3428, -1.3190, -3.7348], [4.7223, -0.3927, -2.5977], [5.2201, -2.5551, -3.8052], [4.1160, -3.7810, 1.4388], [4.9138, -2.7500, 0.2311], [4.5555, -4.4455, -0.1477], [2.5016, -2.2396, 0.3044], [2.0921, -5.1560, -0.4988], [0.8176, -3.9445, -0.3480], [1.7023, -4.4665, 1.0987], [4.4213, -0.7708, -4.6702], [4.6736, -0.9093, -1.6365], [4.0663, 0.4765, -2.5535], [5.7488, -0.0551, -2.7611], [5.1329, -3.1323, -2.8828], [6.2631, -2.2620, -3.9457], [4.9165, -3.1889, -4.6391], [-0.4003, -2.3195, 2.0752], [-1.7348, -1.0183, 2.2086], [-1.1936, 0.1583, 3.5752], [-3.3216, -1.8254, 2.7504], [-1.8140, -0.2267, 0.6926], [-2.9281, 0.2053, -0.0063], [-2.9027, 0.2667, -1.4167], [-3.9755, 0.7383, -2.1583], [-5.1375, 1.1704, -1.5266], [-5.1981, 1.1000, -0.1385], [-4.1255, 0.6250, 0.6071], [0.0336, -2.6012, 3.0439], [0.4073, -1.9500, 1.4384], [-0.7898, -3.2260, 1.5983], [-1.4923, -0.1994, 4.5687], [-1.6257, 1.1564, 3.4236], [-0.1001, 0.2511, 3.5678], [-3.0809, -2.6040, 3.4820], [-3.8383, -2.2982, 1.9080], [-4.0150, -1.1213, 3.2211], [-2.0415, -0.1272, -1.9348], [-3.9180, 0.7376, -3.2418], [-5.9822, 1.5280, -2.1024], [-6.0964, 1.4237, 0.3756], [-4.1970, 0.5878, 1.6902]], "lowdin_charge": [0.32, -0.03, -0.14, -0.04, -0.39, 0.12, 0.17, -0.50, 0.16, 0.09, 0.09, 0.06, 0.10, 0.09, 0.10, 0.07, 0.07, 0.12, 0.10, 0.11, 0.09, -0.05, -0.49, -0.07, -0.33, -0.17, 0.24, 0.35, -0.32, -0.43, -0.08, -0.05, 0.08, 0.08, 0.09, 0.08, 0.09, 0.04, 0.08, 0.14, 0.06, 0.05, 0.08, 0.07, 0.08, 0.09, -0.17, 0.35, -0.18, -0.18, -0.16, -0.38, -0.08, -0.10, -0.13, -0.11, -0.05, 0.04, 0.00, 0.04, 0.03, 0.02, 0.00, 0.03, 0.04, 0.02, 0.10, 0.11, 0.09, 0.10, 0.09]}


No. 3
{"formula": "C38H77BF5N2O6S", "method": "wB97M-V/def2-TZVPD", "max_force_ha_per_bohr": 0.0187, "charge": 1, "energy_ha": -2977.33870, "spin_multiplicity": 1, "gap_ev": 10.344, "elements": ["C", "C", "C", "C", "C", "C", "C", "C", "C", "C", "C", "N", "C", "C", "C", "C", "F", "F", "C", "F", "F", "F", "C", "C", "C", "C", "O", "N", "C", "C", "C", "C", "C", "S", "O", "O", "O", "C", "B", "O", "O", "H", "H", "H", "H", "H", "H", "H", "H", "H", "H", "H", "H", "H", "H", "H", "H", "H", "H", "H", "H", "H", "H", "H", "H", "H", "H", "H", "H", "H", "H", "H", "H", "H", "H", "H", "H", "H", "H", "H", "H", "H", "H", "H", "H", "H", "H", "H", "H", "H", "C", "C", "C", "C", "C", "C", "H", "H", "H", "H", "H", "H", "H", "H", "H", "H", "H", "H", "H", "H", "C", "C", "C", "C", "C", "C", "H", "H", "H", "H", "H", "H", "H", "H", "H", "H", "H", "H", "H", "H"], "coordinates": [[-5.3205, 1.5269, -2.2930], [-5.0092, 0.1420, -2.8753], [-5.0043, -0.9552, -1.8188], [-4.3673, -2.2845, -2.2393], [-2.9843, -2.2311, -2.8891], [-1.8523, -1.8115, -1.9441], [-1.6877, -0.3079, -1.7426], [-0.9898, 0.4466, -2.8896], [-0.1451, 1.6159, -2.3619], [1.3691, 1.3826, -2.2614], [1.7501, 0.3238, -1.2056], [2.6738, -0.7394, -1.7709], [2.0848, -1.5170, -2.9237], [2.3687, -1.0170, -4.3355], [3.8257, -0.6481, -4.5780], [4.1606, -0.1488, -5.9700], [4.2140, -1.1655, -6.8576], [5.3921, 0.4291, -5.9213], [3.2092, 0.9313, -6.5351], [2.0642, 0.3826, -6.9256], [2.9377, 1.8260, -5.5751], [3.7552, 1.5567, -7.5538], [3.0569, -1.7489, -0.7102], [3.4880, -1.1433, 0.6167], [3.5609, -2.2878, 1.6410], [4.7684, -3.1412, 1.3903], [4.7244, -4.2015, 0.8050], [2.5572, -0.1338, 1.0918], [2.3317, 0.9435, 0.0852], [3.6928, 1.6458, -0.1339], [3.7116, 3.1703, -0.3900], [4.6588, 3.5647, -1.5389], [6.1354, 3.4431, -1.1210], [7.1031, 2.1041, -1.7930], [7.0404, 0.9666, -0.9079], [8.3629, 2.6307, -2.2094], [6.2670, 1.6764, -3.0903], [1.2675, 1.8234, 0.7449], [1.6317, 2.1407, 2.2534], [0.8343, 1.6122, 3.2408], [2.6944, 2.9639, 2.5658], [-4.9121, 2.3058, -2.9374], [-4.8643, 1.6510, -1.3086], [-6.3907, 1.6912, -2.1868], [-4.0637, 0.1993, -3.4147], [-5.7777, -0.0964, -3.6136], [-4.5231, -0.6020, -0.9012], [-6.0407, -1.1545, -1.5359], [-4.3098, -2.9361, -1.3639], [-5.0381, -2.7861, -2.9422], [-2.9800, -1.6132, -3.7903], [-2.7671, -3.2443, -3.2374], [-2.0624, -2.2619, -0.9689], [-0.9141, -2.2609, -2.2847], [-2.6537, 0.1571, -1.5548], [-1.1135, -0.1472, -0.8237], [-0.4131, -0.2365, -3.5148], [-1.7498, 0.8706, -3.5477], [-0.2912, 2.5135, -2.9644], [-0.5019, 1.8743, -1.3632], [1.7849, 1.1683, -3.2418], [1.8142, 2.3333, -1.9673], [0.8466, -0.2136, -0.9108], [3.5359, -0.2659, -2.0418], [1.0164, -1.5624, -2.7393], [2.4748, -2.5296, -2.8302], [2.1117, -1.8519, -4.9924], [1.6877, -0.2191, -4.6149], [4.4696, -1.5095, -4.3846], [4.1413, 0.1640, -3.9180], [3.8540, -2.3665, -1.1252], [2.1836, -2.3890, -0.5735], [4.4968, -0.7340, 0.5251], [3.6215, -1.8257, 2.6288], [2.6499, -2.8890, 1.6194], [5.7302, -2.7178, 1.7253], [1.6598, -0.6029, 1.2257], [4.2613, 1.4482, 0.7743], [4.2714, 1.1689, -0.9317], [4.0905, 3.6485, 0.5093], [2.7277, 3.5691, -0.6161], [4.4303, 2.9607, -2.4170], [4.4387, 4.5929, -1.8227], [6.1868, 3.2533, -0.0504], [6.6940, 4.3354, -1.3847], [6.4270, 0.7246, -3.1824], [1.0451, 2.7173, 0.1633], [0.3339, 1.2495, 0.7743], [0.8429, 2.1802, 4.0201], [3.1728, 2.6790, 3.3503], [-0.4443, -2.0217, 2.3336], [-1.0762, -3.4001, 2.1586], [-2.5924, -3.3593, 1.9604], [-3.3987, -2.7971, 3.1322], [-3.2007, -3.5299, 4.4577], [-3.6266, -4.9945, 4.4139], [-0.8243, -1.5110, 3.2189], [0.6409, -2.0962, 2.4443], [-0.6561, -1.3868, 1.4655], [-0.8287, -4.0355, 3.0121], [-0.6257, -3.8798, 1.2837], [-2.9399, -4.3689, 1.7268], [-2.8094, -2.7509, 1.0743], [-4.4591, -2.8252, 2.8645], [-3.1545, -1.7387, 3.2714], [-3.7819, -3.0133, 5.2252], [-2.1556, -3.4614, 4.7739], [-4.6762, -5.0851, 4.1281], [-3.5054, -5.4639, 5.3901], [-3.0334, -5.5687, 3.7003], [-2.7502, 1.6790, 2.4177], [-2.5037, 2.2528, 3.8084], [-3.1306, 1.4159, 4.9226], [-4.6531, 1.2890, 4.8517], [-5.4084, 2.6170, 4.8638], [-5.1851, 3.4333, 6.1334], [-3.8123, 1.6528, 2.1704], [-2.2514, 2.2783, 1.6523], [-2.3630, 0.6584, 2.3467], [-2.8732, 3.2806, 3.8516], [-1.4256, 2.3090, 3.9846], [-2.8417, 1.8382, 5.8884], [-2.6980, 0.4095, 4.8947], [-4.9880, 0.6825, 5.6986], [-4.9326, 0.7288, 3.9544], [-6.4755, 2.4067, 4.7599], [-5.1323, 3.2152, 3.9906], [-5.4813, 2.8652, 7.0172], [-5.7735, 4.3509, 6.1145], [-4.1388, 3.7188, 6.2531]], "lowdin_charge": [-0.10, -0.26, -0.22, -0.20, -0.20, -0.19, -0.19, -0.17, -0.16, -0.10, -0.15, -0.01, -0.09, -0.15, -0.07, -0.44, 0.15, 0.12, -0.58, 0.19, 0.17, 0.22, -0.04, -0.31, -0.10, -0.24, 0.07, 0.07, -0.39, -0.09, -0.17, -0.19, -0.19, 0.61, -0.30, -0.25, -0.18, 0.00, -0.64, 0.16, 0.17, 0.07, 0.06, 0.07, 0.08, 0.11, 0.10, 0.12, 0.11, 0.11, 0.11, 0.11, 0.09, 0.09, 0.10, 0.08, 0.10, 0.11, 0.12, 0.10, 0.10, 0.11, 0.14, 0.15, 0.10, 0.14, 0.15, 0.09, 0.15, 0.11, 0.15, 0.15, 0.15, 0.14, 0.12, 0.14, 0.10, 0.13, 0.10, 0.11, 0.10, 0.09, 0.12, 0.11, 0.11, 0.09, 0.12, 0.11, 0.11, 0.12, -0.10, -0.25, -0.22, -0.22, -0.27, -0.11, 0.07, 0.05, 0.06, 0.10, 0.10, 0.11, 0.09, 0.11, 0.08, 0.11, 0.10, 0.08, 0.07, 0.07, -0.10, -0.26, -0.22, -0.23, -0.27, -0.11, 0.07, 0.07, 0.06, 0.10, 0.08, 0.10, 0.10, 0.11, 0.10, 0.11, 0.10, 0.08, 0.07, 0.06]}


No. 4
{"formula": "C13H20Br9CuO5", "method": "wB97M-V/def2-TZVPD", "max_force_ha_per_bohr": 0.1167, "charge": 1, "energy_ha": -25689.66051, "s2": 0.75, "spin_multiplicity": 2, "e_above_lowest_kj_mol": 413.7, "gap_ev": [5.676, 5.680], "elements": ["Cu", "C", "C", "O", "H", "H", "H", "H", "H", "O", "C", "O", "C", "C", "C", "H", "H", "H", "H", "H", "H", "O", "C", "O", "C", "C", "C", "H", "H", "H", "H", "H", "H", "C", "Br", "Br", "Br", "H", "C", "Br", "Br", "Br", "H", "C", "Br", "Br", "Br", "H"], "coordinates": [[25.9753, -16.9777, 0.9184], [24.6873, -19.0666, 6.6331], [24.0598, -18.5518, 5.3151], [24.8678, -18.3356, 4.1524], [24.0922, -18.7357, 7.4843], [25.6190, -18.5036, 6.6884], [25.0507, -20.0897, 6.7305], [23.4562, -17.6788, 5.5631], [23.1994, -19.1941, 5.1275], [26.9843, -14.2801, 3.2865], [26.8195, -13.4668, 4.2556], [27.6417, -12.5206, 4.4041], [27.3418, -11.7404, 5.5758], [26.3700, -12.4983, 6.4102], [25.7354, -13.4834, 5.3502], [26.9699, -10.7458, 5.3293], [28.2182, -11.6751, 6.2205], [25.7135, -11.8041, 6.9348], [26.9727, -13.0043, 7.1645], [24.7950, -13.1384, 4.9205], [25.6338, -14.5015, 5.7262], [24.0855, -20.2146, -0.2003], [23.6303, -21.3250, 0.0090], [24.2191, -22.0700, 0.8988], [23.5782, -23.4202, 0.9906], [22.3531, -23.2776, 0.1694], [22.4485, -21.9955, -0.6269], [23.3276, -23.3755, 2.0505], [24.2752, -24.1557, 0.5888], [21.4402, -23.3413, 0.7616], [22.2045, -24.2197, -0.3581], [21.5288, -21.4141, -0.5623], [22.7347, -22.2991, -1.6339], [19.9494, -20.2991, 9.9093], [18.6982, -21.8649, 9.7239], [20.2212, -19.7611, 11.8297], [19.3664, -18.7111, 8.8211], [20.9413, -20.4536, 9.4846], [30.4764, -23.0569, 7.4902], [28.8755, -22.9341, 6.2612], [31.8592, -21.7231, 7.0082], [31.4070, -24.7658, 7.4961], [30.1435, -22.6577, 8.4483], [26.7055, -16.1642, 11.8812], [27.3581, -17.7073, 10.8638], [25.4541, -15.1895, 10.7130], [28.2380, -15.0158, 12.3757], [26.2147, -16.5707, 12.7655]], "lowdin_charge": [0.93, -0.08, -0.32, -0.02, 0.07, 0.07, 0.07, 0.11, 0.12, 0.00, -0.49, 0.09, -0.15, -0.14, -0.03, 0.14, 0.13, 0.12, 0.12, 0.12, 0.12, 0.06, -0.53, 0.04, -0.09, -0.19, -0.05, 0.13, 0.14, 0.12, 0.12, 0.14, 0.14, -1.46, 0.52, 0.50, 0.48, -0.04, -1.51, 0.48, 0.50, 0.56, -0.03, -1.53, 0.51, 0.50, 0.53, -0.02]}


No. 5
{"formula": "C3H8DyO3", "method": "wB97M-V/def2-TZVPD", "max_force_ha_per_bohr": 0.0766, "charge": 1, "energy_ha": -1229.57364, "s2": 9.51, "spin_multiplicity": 6, "e_above_lowest_kj_mol": 0.0, "gap_ev": [7.247, 8.406], "elements": ["O", "C", "C", "O", "C", "H", "H", "H", "H", "H", "H", "H", "Dy", "O", "H"], "coordinates": [[-0.5438, 1.9711, -0.4020], [-1.7514, 1.3108, -0.2069], [-1.6261, -0.0992, 0.3782], [-0.9704, -0.9984, -0.4887], [0.4263, -1.2688, -0.2099], [-2.3194, 1.2188, -1.1584], [-2.4065, 1.8743, 0.4917], [-2.6371, -0.5027, 0.5528], [-1.1122, -0.0378, 1.3583], [0.7233, -2.0092, -0.9716], [3.1147, -1.0904, 0.1845], [0.5382, -1.6238, 0.8342], [1.2916, 1.0279, -0.7290], [3.2897, -0.0646, -0.0983], [3.9829, 0.2920, 0.4651]], "lowdin_charge": [-0.49, -0.34, -0.23, -0.19, -0.17, 0.13, 0.13, 0.14, 0.13, 0.08, 0.17, 0.09, 1.69, -0.23, 0.07]}